1.
DFT (wB97M-V/def2-TZVPD) results for C19H43P3PtSSe as an isolated structure.

```
68
Properties=species:S:1:pos:R:3:forces:R:3
Pt 0.0355 0.3001 1.1155 -0.31 -0.42 -1.28
P 0.2775 2.1982 2.4514 0.21 2.82 2.29
P -2.2590 0.6496 0.7497 -3.20 0.27 -0.16
P 2.3215 0.0070 0.7520 3.41 -0.73 -0.31
H -1.4552 -3.1600 -7.8580 -0.03 -0.07 -0.04
C -0.6067 -3.8205 -7.6988 0.52 4.29 -1.46
C -0.7654 -5.0819 -7.3056 -0.55 -4.43 1.26
H -1.7501 -5.5057 -7.1267 -0.01 0.01 -0.04
C 0.4033 3.8453 1.6278 -0.06 -0.71 -0.59
C -1.0610 2.5427 3.6827 -0.19 -0.60 -0.43
C 1.7157 2.3541 3.6082 0.03 -0.66 -0.54
C -2.9823 -0.4515 -0.5292 0.63 -0.08 0.02
C -3.5707 0.4845 2.0523 0.81 -0.22 0.51
C -2.7916 2.2986 0.1085 0.82 -0.10 0.13
C 2.7271 -1.2613 -0.5124 -0.66 0.07 0.10
C 3.4926 -0.4920 2.1021 -0.86 0.10 0.37
C 3.3099 1.4275 0.1095 -0.87 0.18 0.15
H 0.3781 -3.3965 -7.8777 0.01 -0.09 -0.04
H 0.0832 -5.7423 -7.1464 0.01 0.01 -0.04
H 0.4180 4.6644 2.3557 -0.01 -0.33 -0.02
H -0.4368 3.9790 0.9422 0.06 0.16 0.08
H 1.3191 3.8707 1.0300 -0.04 0.15 0.07
H -0.7835 3.3531 4.3662 0.10 -0.13 -0.29
H -1.2544 1.6357 4.2634 -0.04 0.48 -0.03
H -1.9847 2.8153 3.1673 0.03 0.06 0.07
H 1.6591 3.2908 4.1740 -0.17 -0.17 -0.22
H 2.6536 2.3405 3.0484 -0.02 0.06 0.11
H 1.7229 1.5165 4.3088 0.10 0.09 0.05
H -4.0763 -0.4600 -0.4675 0.24 0.15 0.07
H -2.5960 -1.4641 -0.3860 -0.21 0.03 -0.03
H -2.6701 -0.1016 -1.5153 -0.13 -0.07 0.02
H -4.4008 1.1587 1.8151 0.25 -0.14 -0.02
H -3.1741 0.7462 3.0367 -0.24 0.04 -0.07
H -3.9537 -0.5360 2.0909 0.10 -0.02 0.00
H -3.8850 2.3383 0.0577 0.25 -0.18 -0.04
H -2.3690 2.4492 -0.8870 -0.18 0.20 0.04
H -2.4453 3.0942 0.7740 -0.11 -0.01 -0.13
H 3.7991 -1.4882 -0.5184 -0.20 0.19 0.09
H 2.4238 -0.8823 -1.4912 0.07 -0.10 0.01
H 2.1569 -2.1718 -0.3110 0.15 0.00 -0.04
H 4.5185 -0.5000 1.7182 -0.30 0.01 -0.11
H 3.2601 -1.4842 2.4939 -0.01 0.01 -0.03
H 3.4339 0.2270 2.9240 0.09 -0.13 -0.06
H 4.3791 1.2106 0.2087 -0.28 -0.09 -0.06
H 3.0803 2.3363 0.6718 0.14 -0.01 -0.09
H 3.0520 1.5924 -0.9381 0.20 0.09 0.03
C 0.1111 0.5358 -2.6276 0.06 0.19 0.23
C -0.3099 -0.8004 -2.6238 -0.04 -0.45 0.04
C -0.3480 -1.5367 -3.8087 -0.07 0.05 0.49
C 0.0313 -0.9576 -5.0197 0.08 0.53 0.49
C 0.4521 0.3757 -5.0306 0.05 0.05 -0.02
C 0.4929 1.1150 -3.8514 0.06 0.34 -0.21
Se 0.2029 1.6635 -1.0728 0.17 -0.21 -1.84
H -0.1809 -1.0544 0.2062 0.19 0.52 0.18
H -0.6032 -1.2511 -1.6794 0.06 -0.09 -0.34
H -0.6781 -2.5728 -3.7806 0.04 0.21 0.09
H 0.0010 -1.5330 -5.9407 0.03 0.19 0.15
H 0.7522 0.8444 -5.9649 -0.04 -0.03 0.21
H 0.8223 2.1508 -3.8705 -0.04 -0.12 -0.13
C 0.1430 -3.1445 3.5968 0.55 -1.63 -1.14
S -0.0139 -1.5183 2.7843 -0.51 -0.82 2.72
C -0.6095 -0.7246 4.3034 -0.03 -0.52 1.10
H 0.4764 -3.8693 2.8261 -0.13 0.41 0.36
H -0.8433 -3.5074 3.9559 0.47 0.57 0.05
H 0.9297 -3.1241 4.3801 -0.60 0.32 -0.21
H -1.6716 -0.4496 4.1858 0.63 0.43 -0.19
H 0.1067 0.0474 4.6237 -0.60 0.18 -0.53
H -0.6116 -1.4161 5.1712 0.12 -0.07 -0.81
```
Positions in Å, forces in eV/Å.

Summary:
- multiplicity = 5
- highest occupied orbital energy (spin up / spin down) (hartree) = -0.686 / -0.731
- E_LUMO (spin up / spin down) (eV) = -10.84 / -15.32
- total charge = +4

Results of the natural (NBO) charge analysis, in e, for atoms 1 through 4: atom 1 (Pt): 0.192, atom 2 (P): 0.922, atom 3 (P): 1.011, atom 4 (P): 1.017



2.
DFT (wB97M-V/def2-TZVPD) results for an isolated molecule of C4H8O2.

```
14
Properties=species:S:1:pos:R:3:forces:R:3
C 1.5494 0.1313 -0.2169 0.10 0.08 -0.23
C 0.1921 -0.2321 0.3075 -0.34 1.70 -0.94
O 0.3218 -0.8398 1.5651 -2.06 1.01 -0.31
C -0.7792 -0.8622 -0.7094 0.16 -0.30 -0.17
O -1.4360 0.3821 -0.9651 -0.24 -0.02 -0.27
C -0.9144 1.0113 0.2018 1.07 -0.59 0.09
H 1.4491 0.6409 -1.1765 0.14 0.00 0.01
H 2.1473 -0.7764 -0.3522 -0.08 0.09 -0.01
H 2.0687 0.7790 0.4968 -0.11 -0.07 -0.14
H -0.5786 -0.4793 1.7385 0.65 -1.35 2.03
H -1.4574 -1.6046 -0.2563 0.15 0.20 -0.03
H -0.3373 -1.2813 -1.6203 -0.06 0.02 0.10
H -1.7029 1.1094 0.9916 0.65 -0.37 -0.18
H -0.5225 2.0216 -0.0045 -0.02 -0.39 0.05
```
Positions in Å, forces in eV/Å.

Summary:
- highest occupied orbital energy (hartree) = -0.368
- E_LUMO (eV) = 0.92
- SMILES = CC1(O)COC1

Results of the natural (NBO) charge analysis, in e, for atoms 1 through 4: atom 1 (C): -0.629, atom 2 (C): 0.220, atom 3 (O): -0.687, atom 4 (C): -0.097



3.
DFT (wB97M-V/def2-TZVPD) results for C6H18CsN2O3 as an isolated structure.

```
30
Properties=species:S:1:pos:R:3:forces:R:3
Cs 11.4826 24.5316 6.6875 -13.06 -7.39 -0.79
C 11.5389 28.2024 6.9044 0.85 -0.75 0.14
C 11.2783 27.2831 5.7233 0.05 1.20 -0.34
O 10.1962 26.4225 5.9867 -1.91 2.34 -1.05
H 12.4931 28.7128 6.7734 -0.13 0.33 -0.31
H 11.7340 27.5898 7.7846 -0.40 -0.01 0.28
H 10.7528 28.9264 7.1184 -0.01 -0.22 -0.24
H 12.0801 26.5880 5.4742 0.85 0.83 0.16
H 11.1638 27.8620 4.8069 -0.40 0.06 -0.05
H 10.2113 25.8249 5.2355 -1.22 0.33 -0.47
C 14.2371 23.7041 5.3710 3.35 -3.31 -2.47
O 14.1832 22.5978 4.8798 -1.03 -1.13 0.40
N 15.3459 24.1852 5.8774 2.91 1.17 1.77
N 13.3311 24.5964 5.2601 -1.35 3.30 -3.30
H 16.1789 23.6150 5.8438 -0.12 0.20 0.03
H 15.4233 25.1822 6.0190 0.63 -0.34 -0.10
H 13.5074 25.5587 5.5111 -0.03 -0.25 -0.86
H 12.4929 24.3355 4.7606 1.24 0.33 -1.13
C 14.6949 23.9033 8.9884 -0.19 0.44 0.38
C 13.4456 24.7994 9.0846 2.73 -0.29 4.40
C 13.6828 26.1529 9.8087 -1.27 0.06 0.15
O 13.0231 25.0423 7.8400 7.47 4.13 3.07
H 15.2660 23.9680 9.9146 -0.13 -0.55 0.02
H 15.3513 24.2459 8.1885 -0.06 0.32 0.21
H 14.4195 22.8966 8.6739 0.07 -0.17 0.45
H 12.6299 24.2819 9.5896 -0.04 -0.13 0.17
H 12.7584 26.7156 9.6786 -0.17 0.19 -0.29
H 14.4679 26.7924 9.4054 0.34 -0.38 -0.12
H 13.7277 26.1535 10.8978 0.58 -0.62 -0.05
H 13.7185 25.5631 7.4316 0.43 0.29 -0.05
```
Positions in Å, forces in eV/Å.

Summary:
- highest occupied orbital energy (hartree) = -0.497
- E_LUMO (eV) = -3.50
- total charge = +1

Results of the Löwdin charge analysis, in e, for atoms 1 through 4: atom 1 (Cs): 2.132, atom 2 (C): -0.034, atom 3 (C): -0.369, atom 4 (O): -0.372



4.
DFT (wB97M-V/def2-TZVPD) results for a 2-piece molecular cluster, C4H13N4O overall.

```
22
Properties=species:S:1:pos:R:3:forces:R:3
C -3.0207 -1.4770 -1.5024 -1.76 -7.93 -1.60
C -2.0754 -0.5211 -1.5824 3.95 2.87 -3.04
O -2.0142 0.4270 -0.8475 0.91 1.61 0.86
N -1.1884 -0.7140 -2.6865 0.79 1.61 -0.20
H -3.0882 -1.9054 -2.6952 -0.95 0.75 3.87
H -3.8985 -1.2291 -0.9485 -0.72 0.20 -0.19
H -0.7019 0.2134 -3.0030 -1.13 -2.88 0.50
H -1.2972 -1.5664 -3.3320 0.35 2.44 1.33
H -2.4862 -2.3406 -0.8560 -1.32 1.45 -1.51
C 2.5792 -1.2080 1.1408 -1.76 -4.65 -0.31
C 1.4012 0.9844 1.2949 1.30 0.20 4.70
N 1.2010 1.9315 2.3462 -4.57 2.21 -4.63
N 2.4372 0.0960 1.6035 2.89 4.83 0.05
N 0.4667 0.7368 0.4179 -1.54 3.97 2.73
H 1.9450 2.3415 2.8422 1.33 0.01 0.56
H 0.4189 2.8193 2.0558 3.19 -3.58 1.10
H 3.4863 0.6041 1.7724 -4.18 -1.60 -0.29
H 0.7192 0.1851 -0.2897 0.69 -2.87 -3.52
H -0.3242 1.4147 0.2392 0.98 -1.45 0.28
H 1.5401 -1.7359 1.0028 1.57 1.24 0.38
H 3.0381 -1.8848 1.9704 -0.35 1.37 -1.65
H 3.0408 -1.3543 0.1486 0.34 0.21 0.58
```
Positions in Å, forces in eV/Å.

Summary:
- highest occupied orbital energy (hartree) = -0.491
- E_LUMO (eV) = -3.19
- total charge = +1

Results of the natural (NBO) charge analysis, in e, for atoms 1 through 4: atom 1 (C): -0.694, atom 2 (C): 0.653, atom 3 (O): -0.647, atom 4 (N): -0.895